Here is a 2-piece molecular cluster, CH7NSi overall in a non-equilibrium geometry from the OMol25 dataset. Energies are from the ωB97M-V functional and the def2-TZVPD basis.

Structure (XYZ):
```
10
Properties=species:S:1:pos:R:3:forces:R:3
C -2.4439 0.1221 0.1312 -0.97 0.47 -1.41
N 2.4119 -0.5698 -0.2865 1.42 -0.26 -2.23
Si 1.0610 0.4589 0.1786 0.47 -1.46 -0.51
H -2.6890 -0.7614 0.6702 0.29 -0.60 0.53
H -2.4101 1.0458 0.6804 0.23 0.15 0.15
H -3.0107 0.1756 -0.8349 1.01 0.05 0.76
H 3.1675 -0.1334 -0.8985 -1.46 -0.29 1.23
H 2.2523 -1.4339 -0.8181 -0.26 0.21 0.74
H 1.2741 1.5743 -0.7714 -0.23 0.75 0.73
H 1.2657 0.2996 1.6487 -0.49 0.99 0.01
```
Forces are in eV/Å.

Results
- energy above the lowest of the compared OMol25 structures with the same formula, charge and spin (kcal per mole) = 96.0
- HOMO energy (spin up / spin down) (eV) = -9.10 / -7.52
- 2S+1 = 1
- charge = 0
- Kohn-Sham gap (spin up / spin down) (eV) = 8.76 / 7.58

Löwdin population analysis, charges in e, atoms 1 to 5: atom 1 (C): 0.012, atom 2 (N): -0.282, atom 3 (Si): 0.571, atom 4 (H): -0.045, atom 5 (H): -0.043

Here is an isolated molecule of C4H7N3 from the OMol25 dataset. Energies are from the ωB97M-V functional and the def2-TZVPD basis.

Structure (XYZ):
```
14
Properties=species:S:1:pos:R:3:forces:R:3
C 0.0893 -1.2853 0.8504 -0.06 -0.49 -0.56
C 0.5368 -0.7607 -0.5183 0.02 -0.07 0.10
N -0.9970 1.1524 -0.1957 -0.49 0.10 -0.06
C 0.3004 -0.3065 1.8874 0.10 -0.04 0.45
C 0.0333 0.6142 -0.9035 0.00 -0.01 -0.05
N 0.4267 0.4897 2.6983 0.12 0.33 0.41
N 0.6107 1.1587 -1.8889 0.49 0.15 -0.57
H -1.4323 0.7176 0.5950 0.09 0.03 0.01
H -1.3375 2.0599 -0.4618 0.01 -0.05 0.07
H 0.2476 2.0738 -2.1469 -0.13 -0.06 0.16
H -0.9743 -1.5473 0.8386 0.12 -0.05 0.04
H 0.6532 -2.1921 1.0973 -0.18 0.13 -0.03
H 0.2169 -1.4625 -1.2915 0.02 0.03 0.06
H 1.6262 -0.7121 -0.5603 -0.12 -0.01 -0.02
```
Forces are in eV/Å.

Results
- energy above the lowest of the compared OMol25 structures with the same formula, charge and spin (kcal per mole) = 4.5
- HOMO energy (eV) = -9.33
- SMILES = [H]/N=C(\N)CCC#N
- 2S+1 = 1
- charge = 0
- Kohn-Sham gap (eV) = 10.01

Löwdin population analysis, charges in e, atoms 1 to 5: atom 1 (C): -0.186, atom 2 (C): -0.131, atom 3 (N): 0.137, atom 4 (C): -0.268, atom 5 (C): -0.531

Here is an isolated molecule of C17H23ClO4 in a non-equilibrium geometry from the OMol25 dataset. Energies are from the ωB97M-V functional and the def2-TZVPD basis.

Structure (XYZ):
```
45
Properties=species:S:1:pos:R:3:forces:R:3
C -0.5997 -1.7329 1.2602 0.44 -0.08 -0.18
C 0.6881 -2.5048 1.0423 -0.27 -0.34 0.31
H 1.1555 -2.7864 1.9921 -0.06 0.00 -0.18
H 0.5116 -3.4196 0.4657 0.08 0.10 0.10
O 1.5954 -1.6724 0.3117 -0.19 0.35 -0.09
C 2.8454 -2.1189 0.1906 0.35 -0.28 0.05
O 3.2334 -3.1631 0.6431 0.03 0.05 0.01
C 3.7041 -1.1718 -0.6185 -0.67 0.11 -0.62
C 4.6989 -1.8197 -1.4962 -0.33 -0.40 -0.60
O 5.0695 -1.2142 -0.3003 0.69 0.37 0.91
H 4.7617 -2.9018 -1.5125 0.00 -0.03 0.06
H 5.0047 -1.3106 -2.4037 -0.03 0.08 -0.02
C 3.1105 0.1793 -0.9565 0.23 -0.11 0.35
C 3.1147 1.1067 0.2641 0.00 0.14 -0.26
C 2.1405 2.2746 0.1015 -0.04 -0.28 0.26
C 0.7064 1.8412 0.3941 0.08 0.37 -0.25
C -0.3242 2.9141 0.0535 -0.26 -0.51 0.14
C -1.7405 2.4063 0.3089 0.14 0.46 0.13
O -1.9774 1.3316 -0.5807 0.06 -0.13 -0.15
C -3.0967 0.5818 -0.4352 -0.20 -0.23 -0.05
C -4.1097 0.8218 0.4882 0.30 0.22 -0.03
C -5.2039 -0.0243 0.5567 -0.07 -0.23 -0.14
C -5.2942 -1.1097 -0.2949 0.08 0.17 0.08
C -4.2974 -1.3568 -1.2277 -0.04 0.06 0.08
C -3.2085 -0.5152 -1.2945 0.08 0.22 0.08
H -2.4236 -0.6849 -2.0146 0.10 -0.03 -0.08
H -4.3763 -2.2017 -1.8931 -0.02 -0.08 -0.06
Cl -6.6616 -2.1660 -0.2006 -0.18 -0.14 0.01
H -5.9865 0.1656 1.2743 -0.08 -0.01 0.05
H -4.0644 1.6665 1.1566 0.04 0.08 0.05
H -1.8305 2.0626 1.3482 -0.04 0.01 -0.07
H -2.4736 3.2063 0.1361 0.01 -0.13 0.05
H -0.2365 3.1862 -0.9993 0.00 0.11 -0.05
H -0.1573 3.8087 0.6556 -0.02 0.08 -0.01
H 0.4696 0.9450 -0.1789 -0.01 -0.11 0.05
H 0.6235 1.5884 1.4539 -0.01 -0.10 0.06
H 2.2096 2.6672 -0.9150 0.02 0.10 -0.07
H 2.4179 3.0791 0.7857 0.00 0.10 -0.05
H 2.8392 0.5365 1.1526 0.02 0.00 0.11
H 4.1297 1.4765 0.4151 0.02 -0.05 0.06
H 3.6914 0.6363 -1.7597 -0.02 -0.04 -0.04
H 2.0919 0.0246 -1.3123 0.02 0.03 -0.08
H -1.3173 -2.3595 1.7815 -0.09 -0.06 0.06
H -0.4082 -0.8436 1.8540 -0.03 0.12 0.08
H -1.0251 -1.4292 0.3077 -0.11 0.04 -0.07
```
Forces are in eV/Å.

Results
- energy above the lowest of the compared OMol25 structures with the same formula, charge and spin (kcal per mole) = 2.1
- HOMO energy (eV) = -8.58
- SMILES = CCOC(=O)[C@]1(CCCCCCOc2ccc(Cl)cc2)CO1
- 2S+1 = 1
- charge = 0
- Kohn-Sham gap (eV) = 9.27

Löwdin population analysis, charges in e, atoms 1 to 5: atom 1 (C): -0.049, atom 2 (C): -0.200, atom 3 (H): 0.129, atom 4 (H): 0.132, atom 5 (O): -0.007

Here is C32H88Cu3N8O16S2 as an isolated structure in a non-equilibrium geometry from the OMol25 dataset. Energies are from the ωB97M-V functional and the def2-TZVPD basis.

Structure (XYZ):
```
149
Properties=species:S:1:pos:R:3:forces:R:3
Cu 4.5327 -0.7278 0.7518 -0.54 0.98 -0.63
Cu 2.2847 4.1043 0.9948 0.32 -1.08 -0.62
Cu 2.3955 1.9660 -4.3508 0.07 -0.12 0.94
S 6.3011 3.0335 -0.8015 1.60 -0.25 0.02
O 5.2624 3.5309 -1.6475 -4.14 0.75 -2.76
O 6.8017 1.7334 -1.2211 0.01 -2.65 -0.42
O 7.3754 3.9750 -0.9895 2.04 1.64 0.96
O 5.7761 2.9208 0.5569 -0.85 -0.05 2.45
S 0.4360 0.4681 -0.3167 2.04 -0.13 -1.11
O 0.3064 1.7244 -1.0639 -0.85 2.34 -0.35
O 1.3821 -0.3188 -1.1392 1.34 -1.54 -0.36
O 1.1154 0.7522 0.9837 -0.18 0.25 1.03
O -0.8203 -0.2481 -0.2155 -1.11 -0.23 0.88
C 1.6766 -5.4511 1.2882 -0.05 -0.84 1.92
C 1.9687 -5.5086 2.8438 -1.12 -2.22 -3.34
C 2.8422 -6.7426 3.2177 0.16 2.78 0.40
O 3.2961 -6.5569 4.5846 -0.03 -1.29 -1.13
C 2.2271 -6.5269 5.4735 -0.52 1.27 0.56
N 2.4520 -4.2430 3.1969 0.72 0.78 1.75
H 1.1320 -6.3762 1.0994 -0.19 0.18 -0.72
H 2.5856 -5.3967 0.6892 0.02 -0.02 0.13
H 1.0738 -4.5566 1.1315 -0.14 -0.24 -0.35
H 1.0184 -5.6858 3.3473 -0.54 -0.17 -0.27
H 3.7235 -6.6723 2.5801 0.15 -0.57 0.19
H 2.2262 -7.6276 3.0586 0.29 -0.30 0.16
H 1.5598 -5.7024 5.2224 -0.25 0.23 0.12
H 2.6175 -6.2523 6.4534 0.04 -0.52 0.08
H 1.5453 -7.3769 5.5016 0.46 -0.64 0.00
H 2.3396 -4.3626 4.1935 0.99 1.14 0.83
H 1.6860 -3.6141 3.0025 0.02 0.54 -0.40
C 7.9996 0.4951 10.6980 0.54 1.42 -1.21
C 6.8027 -0.4055 10.5327 -0.65 1.05 -0.06
C 6.0667 -0.4162 9.1836 1.30 -0.70 0.04
O 5.6882 0.8688 8.8348 -1.28 0.04 -0.54
C 5.0143 0.9480 7.5738 0.88 2.04 -0.28
N 7.2835 -1.7073 10.8497 -0.62 -1.42 -0.14
H 8.4966 0.3556 11.6580 -0.28 0.15 0.15
H 7.8714 1.5542 10.4742 -0.49 0.18 0.47
H 8.7492 0.2488 9.9460 0.16 -0.49 -0.14
H 6.0196 -0.1496 11.2464 0.00 0.21 0.26
H 5.2853 -1.1707 9.2745 -0.71 0.29 0.11
H 6.6609 -0.7951 8.3520 0.78 -0.33 0.01
H 5.6732 1.1030 6.7194 0.97 -1.07 -0.03
H 4.6866 1.9872 7.5478 -1.23 -0.21 0.39
H 4.2766 0.2037 7.2739 -0.15 -0.04 0.77
H 7.9491 -1.8962 10.1139 0.48 -0.57 0.23
H 7.7685 -1.5969 11.7288 0.30 -0.56 -0.03
C -4.7722 -1.1600 4.8041 -0.31 1.10 0.75
C -3.7367 -1.9991 5.5456 -0.57 0.22 0.47
C -3.9651 -3.5160 5.4116 0.64 1.26 -0.43
O -5.2810 -3.8875 5.6989 -0.98 -0.95 -0.05
C -5.5685 -5.1868 5.1842 0.00 -0.35 -0.58
N -2.3790 -1.6623 5.1381 0.38 -0.94 -0.49
H -4.4414 -0.1263 4.9046 0.21 0.18 -0.15
H -5.7357 -1.1185 5.3121 -0.20 -0.57 -0.16
H -4.9137 -1.3065 3.7333 0.18 -0.55 0.04
H -3.8376 -1.8359 6.6185 0.02 0.55 0.10
H -3.3005 -3.9890 6.1345 0.41 -0.39 -0.48
H -3.7411 -3.6674 4.3557 0.32 -0.90 -0.12
H -5.7816 -5.1858 4.1152 0.04 0.53 -0.33
H -6.4352 -5.6963 5.6054 -0.10 0.71 0.65
H -4.7568 -5.9095 5.2666 0.47 0.22 0.44
H -1.9647 -0.7863 5.4231 -0.59 0.07 0.55
H -2.3479 -1.6205 4.1295 0.14 -0.18 -0.28
C -5.2813 -6.2607 -1.9139 0.08 0.43 0.15
C -4.1954 -5.1262 -1.9058 -0.30 -2.55 0.23
C -3.3188 -4.9906 -3.1794 -0.76 -0.25 0.79
O -2.8035 -6.2951 -3.4464 0.65 0.49 -0.68
C -1.5810 -6.2979 -4.1838 0.10 0.06 -0.13
N -4.6754 -3.8866 -1.3780 -0.13 1.13 -0.71
H -6.2122 -6.0836 -2.4526 0.34 0.39 -0.74
H -5.7015 -6.4165 -0.9202 0.46 0.16 0.49
H -4.8628 -7.2245 -2.2035 0.09 0.18 -0.22
H -3.4751 -5.4564 -1.1572 0.43 -0.79 -0.16
H -2.5649 -4.2598 -2.8869 0.60 -0.11 -0.19
H -3.8153 -4.5794 -4.0584 -0.35 -0.09 -0.07
H -1.3002 -7.3153 -4.4561 -0.08 -0.21 0.76
H -0.7895 -5.7764 -3.6455 0.13 -0.26 0.36
H -1.5582 -5.8347 -5.1702 -0.92 0.59 -0.16
H -4.9635 -4.0160 -0.4186 -0.21 -0.13 0.09
H -3.8057 -3.3783 -1.3054 -0.10 1.02 0.21
C -1.6287 0.6587 -7.8699 -0.58 -1.62 1.92
C -1.6470 2.0564 -8.2336 -0.62 1.72 -2.76
C -2.9906 2.5200 -8.8840 -0.13 -2.70 -0.45
O -2.8659 3.7924 -9.3635 1.02 2.02 1.27
C -4.0160 4.5868 -9.4841 -0.14 -0.32 -1.25
N -1.4420 2.9532 -7.1252 -0.02 0.28 0.24
H -1.9133 -0.0384 -8.6580 0.06 0.08 0.09
H -2.3107 0.6107 -7.0210 -0.66 -0.72 -0.03
H -0.7151 0.3490 -7.3624 0.41 0.06 -0.55
H -0.9114 2.1791 -9.0286 0.43 0.63 0.10
H -3.7749 2.2957 -8.1609 -0.34 0.84 0.61
H -3.3302 1.9158 -9.7252 0.37 -0.71 -0.37
H -3.7370 5.6262 -9.6572 0.27 -0.11 0.13
H -4.7366 4.5583 -8.6668 0.16 -0.36 0.23
H -4.4454 4.2118 -10.4131 -0.96 0.33 -0.04
H -1.8787 3.7890 -7.4869 0.74 1.05 -0.03
H -2.1907 2.7119 -6.4916 0.06 -0.51 0.96
C -1.2508 6.3379 3.3208 -1.24 -0.08 -1.73
C -1.0976 7.5125 2.2749 0.15 -2.35 1.51
C -1.9165 8.7276 2.5942 0.86 0.53 2.10
O -1.4965 9.8515 1.8189 -0.72 -1.46 -1.28
C -1.9582 9.5961 0.4557 -0.63 1.41 0.48
N 0.3456 7.7422 2.2279 -1.01 0.45 -0.86
H -1.1220 5.4303 2.7311 -0.06 -0.21 0.11
H -2.2741 6.3038 3.6947 0.02 -0.08 0.28
H -0.5325 6.2381 4.1346 0.01 0.78 0.00
H -1.4803 7.2047 1.3018 0.38 -0.63 -0.06
H -1.7621 8.9868 3.6416 0.50 0.38 0.18
H -2.9750 8.4721 2.6430 -0.42 0.28 -1.06
H -3.0389 9.5153 0.5724 -0.16 -0.17 -0.52
H -1.5821 8.7421 -0.1077 0.38 -0.20 0.60
H -1.7472 10.4794 -0.1471 0.09 0.07 0.21
H 0.6613 7.6807 3.1853 0.30 0.48 0.03
H 0.2679 8.7056 1.9349 1.60 0.66 -0.01
C 5.3348 -2.9632 -6.4075 0.67 -1.06 0.50
C 6.2470 -1.7771 -6.7461 -1.45 -1.75 1.54
C 6.3829 -1.6323 -8.2057 2.01 0.62 -0.38
O 7.4494 -0.6662 -8.3786 -1.59 0.38 -0.67
C 7.9085 -0.6102 -9.7051 1.50 -0.81 -0.35
N 5.7443 -0.6118 -6.1026 -0.43 1.87 -0.33
H 4.2486 -2.9146 -6.4851 0.08 0.83 -0.43
H 5.5068 -3.2320 -5.3652 0.02 -0.02 0.14
H 5.6456 -3.8374 -6.9796 0.04 -0.17 -0.08
H 7.2108 -1.9289 -6.2601 0.50 -0.85 -0.74
H 5.4817 -1.3241 -8.7357 -0.15 0.01 0.07
H 6.7891 -2.5683 -8.5891 -0.39 -0.31 -0.27
H 8.7600 -1.2906 -9.7149 0.77 0.29 -0.21
H 8.2094 0.3859 -10.0298 -0.03 0.06 0.42
H 7.3572 -1.0544 -10.5338 -1.28 0.17 0.41
H 6.0481 -0.5915 -5.1396 -0.17 -0.11 0.30
H 6.3222 0.0940 -6.5360 -0.16 0.95 0.16
C -6.6472 3.9460 -2.6177 1.02 0.99 -0.54
C -5.2825 3.6828 -2.0069 -0.03 -0.68 1.71
C -5.5250 3.4728 -0.4537 0.91 -0.76 -0.72
O -5.8124 4.6268 0.2530 -0.53 1.50 1.19
C -6.5873 4.5171 1.4622 0.37 -0.88 -0.45
N -4.7222 2.4609 -2.5804 -1.02 0.06 -0.08
H -6.5552 3.7860 -3.6920 -0.45 -0.25 -0.05
H -6.9208 4.9929 -2.4860 -0.22 -0.06 0.20
H -7.3686 3.3029 -2.1137 -0.15 -0.02 -0.41
H -4.4496 4.3669 -2.1693 -0.69 0.98 0.17
H -4.6031 2.9983 -0.1176 0.23 0.00 0.55
H -6.3264 2.7596 -0.2614 -0.22 -0.41 -0.47
H -6.2653 3.7720 2.1896 1.20 -0.05 0.02
H -7.5731 4.0814 1.2997 -0.57 0.72 -0.65
H -6.5920 5.4802 1.9726 -0.21 -0.03 -0.39
H -5.5029 1.8216 -2.5360 0.28 -0.87 -0.14
H -3.9689 2.1146 -2.0037 0.19 -0.26 0.05
```
Forces are in eV/Å.

Results
- energy above the lowest of the compared OMol25 structures with the same formula, charge and spin (kcal per mole) = 393.1
- HOMO energy (eV) = -3.48
- 2S+1 = 1
- charge = -1
- Kohn-Sham gap (eV) = 2.90

Löwdin population analysis, charges in e, atoms 1 to 5: atom 1 (Cu): 0.837, atom 2 (Cu): 0.835, atom 3 (Cu): 0.791, atom 4 (S): 0.031, atom 5 (O): -0.427

Here is a 2-piece molecular cluster, C4H4O overall in a non-equilibrium geometry from the OMol25 dataset. Energies are from the ωB97M-V functional and the def2-TZVPD basis.

Structure (XYZ):
```
9
Properties=species:S:1:pos:R:3:forces:R:3
C -0.7759 0.1564 1.4290 3.95 1.81 -1.42
C -1.8331 -0.3941 1.7706 -2.64 -1.18 1.01
C 0.2001 0.1718 0.3252 0.31 -2.10 -0.15
C 0.0168 0.1758 -1.1593 2.33 -0.64 1.06
O 0.3467 1.1048 1.2310 -0.99 0.71 0.88
H 1.9837 -1.6421 0.5714 -0.42 0.43 0.00
H -1.0309 0.4382 -1.2230 -0.19 0.04 -1.09
H 0.2989 -0.9293 -1.3778 -0.88 2.09 -0.44
H 0.7937 0.9185 -1.5672 -1.47 -1.17 0.16
```
Forces are in eV/Å.

Results
- energy above the lowest of the compared OMol25 structures with the same formula, charge and spin (kcal per mole) = 232.9
- HOMO energy (spin up / spin down) (eV) = -10.58 / -8.79
- 2S+1 = 1
- charge = 0
- Kohn-Sham gap (spin up / spin down) (eV) = 9.35 / 7.44

Löwdin population analysis, charges in e, atoms 1 to 5: atom 1 (C): -0.337, atom 2 (C): 0.186, atom 3 (C): -0.347, atom 4 (C): -0.036, atom 5 (O): 0.116

Which of these has the highest energy above the lowest of the compared OMol25 structures with the same formula, charge and spin? C32H88Cu3N8O16S2

Which formula does entry 3 have? C17H23ClO4

What is the charge in the third record? 0